#i
Density functional theory data (ωB97M-V/def2-TZVPD) for a structure of composition C4H3N.

Results
HOMO-LUMO gap = 9.03 eV
molecular weight = 65.07 g mol⁻¹
spin multiplicity = 1
LUMO level = 0.33 eV

Last column: Mulliken charge in e.
Positions of all 8 atoms, in Å:
C -0.62901 -0.54066 -0.31787  -0.91
H -0.77519 -1.61142 -0.36397  0.37
C 1.67945 0.34531 0.42306  -0.37
N -2.59425 1.09448 -0.62141  -0.42
C 0.62307 -0.05199 -0.14981  0.24
C -1.71362 0.35256 -0.47357  0.43
H 0.68846 -0.27922 1.10392  0.31
H 2.72108 0.69093 0.39966  0.35


#ii
Density functional theory data (ωB97M-V/def2-TZVPD) for an isolated molecule of C4H3N.

Results
HOMO-LUMO gap = 9.36 eV
molecular weight = 65.07 g mol⁻¹
spin multiplicity = 1
LUMO level = -1.42 eV

Last column: Mulliken charge in e.
Positions of all 8 atoms, in Å:
C -0.71601 -1.19536 0.76803  0.13
C 1.43840 -1.20718 0.09407  -0.26
H -0.65298 0.90703 -1.19580  0.29
H 1.07217 1.24688 -0.95267  0.33
C 0.34115 -0.47717 0.11015  0.55
H -0.09145 1.61515 0.33678  0.28
N -1.54799 -1.80046 1.30115  -0.34
C 0.15671 0.91111 -0.46170  -0.98


Verdict on stability: #i comes out at the bottom.


#i
Density functional theory data (ωB97M-V/def2-TZVPD) for a cluster of 2 separate species, C4H3N in total.

Results
HOMO-LUMO gap (spin up / spin down) = 7.67 / 8.23 eV
molecular weight = 65.07 g mol⁻¹
spin multiplicity = 1
LUMO level (spin up / spin down) = -2.53 / -2.41 eV

Last column: Mulliken charge in e.
Positions of all 8 atoms, in Å:
C 0.13471 0.13249 0.08797  -0.05
H -0.52577 -2.12071 0.32696  0.24
H -1.13086 0.20727 2.05465  0.33
H -1.34604 -1.24401 -1.03802  0.24
C -0.73152 -1.15489 -0.13837  -0.43
C 1.86561 1.63454 -0.94870  0.00
C -0.69503 0.02998 1.02889  -0.05
N 2.42891 2.51533 -1.37337  -0.29


#ii
Density functional theory data (ωB97M-V/def2-TZVPD) for an isolated molecule of C4H3N.

Results
HOMO-LUMO gap = 9.58 eV
molecular weight = 65.07 g mol⁻¹
structure (SMILES) = C=C=CC#N
spin multiplicity = 1
LUMO level = -0.32 eV

Last column: Mulliken charge in e.
Positions of all 8 atoms, in Å:
C 0.49051 -0.07892 0.14182  0.14
N -3.11149 0.46310 0.03839  -0.36
C 1.74882 0.53688 0.00650  -0.56
C -0.86957 -0.71239 0.05150  -0.53
H 2.45220 0.60579 0.84680  0.24
H -0.80094 -1.70183 -0.16540  0.38
C -2.04788 0.03466 0.00521  0.42
H 2.13836 0.85270 -0.92481  0.27


Verdict on stability: #i comes out at the bottom.


#i
Density functional theory data (ωB97M-V/def2-TZVPD) for the ion C5H10N with charge +1.

Results
net charge = +1
HOMO-LUMO gap = 10.33 eV
molecular weight = 84.14 g mol⁻¹
structure (SMILES) = C[C@H]1[C@@H]2C[C@]12[NH3+]
spin multiplicity = 1
LUMO level = -3.79 eV

Last column: Mulliken charge in e.
Positions of all 16 atoms, in Å:
H -0.77297 -0.34204 -1.90361  0.27
H 2.01777 -0.91174 -0.87424  0.29
C -0.34568 -1.15622 0.26873  -0.38
H 1.51440 0.85562 -1.46540  0.31
N 0.21745 1.30968 1.21059  -0.11
H 1.29919 -0.55482 -2.56827  0.36
H -0.01820 2.29895 1.11043  0.35
H -2.40318 -0.63761 -0.02170  0.25
H -2.10969 -0.71318 1.68150  0.31
C 1.35755 -0.19971 -1.52840  -1.19
H 1.15125 1.49707 1.01663  0.34
H 0.12388 1.07901 2.15107  0.38
C -0.03358 -0.30343 -0.99282  0.12
C -0.45604 0.35547 0.35948  0.01
H 0.15978 -1.96136 0.85086  0.31
C -1.70194 -0.61571 0.70515  -0.61


#ii
Density functional theory data (ωB97M-V/def2-TZVPD) for the ion C5H10N with charge +1.

Results
net charge = +1
HOMO-LUMO gap = 9.87 eV
molecular weight = 84.14 g mol⁻¹
spin multiplicity = 1
LUMO level = -3.48 eV

Last column: Mulliken charge in e.
Positions of all 16 atoms, in Å:
H -1.61445 -1.47280 0.75053  0.43
C -1.00004 -0.65237 0.55739  -0.41
C 0.81669 1.06775 -0.34908  -1.14
H 1.30380 1.46265 0.57052  0.36
H 2.34128 -1.26296 0.71411  0.31
N -0.60284 1.46241 -0.57333  -0.08
C 0.23072 -0.96055 0.33929  0.34
C 1.52207 -1.74129 0.22308  -1.02
H 1.38907 -2.80990 0.53695  0.34
H -0.63288 2.39083 -0.29220  0.32
H 1.74749 -1.75366 -0.89010  0.30
C -1.54547 0.62197 0.27195  -0.39
H -0.81619 1.36127 -1.62196  0.41
H -2.03701 1.07337 1.18037  0.31
H 1.33622 0.74116 -1.13534  0.54
H -2.43845 0.47211 -0.28220  0.40


#iii
Density functional theory data (ωB97M-V/def2-TZVPD) for a cluster of 2 separate species, C5H10N in total.

Results
net charge = +1
HOMO-LUMO gap = 9.89 eV
molecular weight = 84.14 g mol⁻¹
spin multiplicity = 1
LUMO level = -4.82 eV

Last column: Mulliken charge in e.
Positions of all 16 atoms, in Å:
H -0.10058 0.08046 -2.07162  0.33
H -3.36158 0.07921 0.58936  0.36
H 0.37298 -1.47735 -1.32334  0.31
N 1.80250 0.13771 0.39848  0.04
H -2.53490 0.07961 -1.03693  0.30
H -2.36527 -1.23117 0.19032  0.32
H -1.16710 1.48784 0.75530  0.38
H 1.53294 -0.31782 -1.78557  0.42
H -1.26862 0.08012 1.87346  0.36
C -2.44134 -0.18680 0.05865  -0.94
C 2.91931 0.34447 0.84765  -0.23
H 3.20041 1.32832 0.91571  0.31
C -1.37549 0.42589 0.84761  -0.31
C 0.55878 -0.42454 -1.39570  -1.14
C 0.59184 0.09973 0.08205  0.21
H 3.63613 -0.50570 1.05457  0.26


Verdict on stability: #ii comes out at the bottom.


#i
Density functional theory data (ωB97M-V/def2-TZVPD) for a structure of composition C13H41NO8.

Results
HOMO-LUMO gap = 8.67 eV
molecular weight = 339.47 g mol⁻¹
spin multiplicity = 1
LUMO level = 0.03 eV

Last column: Mulliken charge in e.
Positions of all 63 atoms, in Å:
O -4.17814 -2.75729 2.30228  -0.49
H -1.25367 2.26060 -1.29381  0.43
H 2.20792 -2.13008 -1.29023  0.39
H 0.66026 3.33620 -2.53751  0.59
H -1.68350 -2.76498 -2.41061  0.37
H 1.09665 -0.51623 2.13606  -0.26
H -1.37464 -1.69138 1.60608  0.62
H -0.05197 0.17914 -0.58440  0.81
H -3.75483 -2.56177 3.14143  0.29
H 1.75617 4.32352 -0.30314  0.31
H -1.24773 -0.15040 -0.28952  1.13
O -2.13980 -3.70352 -0.00421  -0.80
H 1.38922 3.09265 1.61004  0.32
H 0.60278 1.65989 -2.66169  0.48
H 0.43475 -1.34242 3.58173  0.34
H 2.72938 -0.50533 1.47433  0.47
H 2.53191 1.21681 -3.24692  0.33
O -3.29636 -1.19389 -0.90693  -0.84
C 1.68044 -0.33153 1.23429  -0.97
H -1.74310 -2.95107 0.43474  0.62
C -0.27339 2.32433 -0.82150  -1.32
H 1.46879 -1.11052 0.50184  0.85
H -2.08383 -0.31505 2.64060  0.31
O -1.32140 -0.88612 2.52149  -0.32
C -0.90061 -1.17856 -0.18703  0.11
H 1.46272 -0.68913 -1.77733  0.27
C 1.48750 1.13508 0.70505  1.15
H -0.33351 3.22145 -0.20534  0.44
H -4.73950 -1.69349 0.57896  0.34
H -3.24733 -1.83970 -1.61175  0.69
H -0.62636 0.94870 0.87713  0.77
H -2.72304 -1.54067 -0.22336  -0.39
C 2.53674 3.88437 -0.92439  -1.76
C -4.23048 -1.53354 1.52944  -0.07
N 2.43825 1.49623 -0.35870  0.56
C 0.74739 2.44359 -1.91804  -1.54
H 0.16699 -1.12615 0.02644  -0.55
C -0.34275 -0.58013 3.53161  -0.99
H -1.00380 -1.61681 -1.17970  -0.71
H 2.64504 4.57348 -1.76195  0.48
O -2.62534 -2.83239 -2.25371  -0.78
H 0.61702 1.76702 2.52374  0.42
H -2.69744 -3.31246 -1.42873  0.51
H 3.84818 2.06295 0.70253  0.39
C 1.25990 -1.75529 -1.67611  -0.94
H -4.73666 -0.72686 2.05967  0.42
H 2.33858 1.94963 2.62040  0.42
C 0.07253 1.05825 0.04788  -1.62
H -1.42036 -4.32582 -0.11096  0.26
O 3.81178 1.40924 0.00044  -0.52
H 0.19194 0.31318 3.20878  0.32
H -0.88769 -0.39384 4.45704  0.34
H 0.46390 -1.91225 -0.94821  0.47
H 3.49579 3.92272 -0.40781  0.36
O 0.96985 -2.51474 -2.85129  -0.57
H 2.75801 2.88133 -3.38546  0.43
H -3.26533 -1.25940 1.10348  -0.29
H 3.97180 1.75770 -2.54043  0.40
C 2.93568 2.06176 -2.68914  -1.95
C 1.49174 2.05984 1.94305  -1.53
C 2.19737 2.44136 -1.44232  1.67
O -1.69649 -1.92777 0.73307  -1.02
H 1.41207 -2.11046 -3.60136  0.36


#ii
Density functional theory data (ωB97M-V/def2-TZVPD) for a cluster of 8 separate species, C13H41NO8 in total.

Results
HOMO-LUMO gap = 9.99 eV
molecular weight = 339.47 g mol⁻¹
structure (SMILES) = CC1(C)CCCC(C)(C)N1O.CO.CO.CO.CO.O.O.O
spin multiplicity = 1
LUMO level = 0.65 eV

Last column: Mulliken charge in e.
Positions of all 63 atoms, in Å:
H -3.09562 -8.53231 -5.26451  0.29
H -2.58357 -9.59871 -3.93607  0.42
C -1.73256 -11.76163 -5.33612  -1.84
H -2.02326 -12.79520 -5.59179  0.11
H -3.14048 -11.76820 -7.50874  -0.06
C -5.76929 -9.53165 -4.83318  -1.68
O -3.83686 -14.25536 -6.01752  -0.55
O -1.97089 -16.59874 -6.60126  -0.54
H -6.71753 -9.14138 -5.23789  0.42
C -2.35910 -17.76524 -5.93919  -0.45
H -7.44935 -11.64732 -5.61053  0.43
H -4.22847 -9.85868 -8.67355  0.41
H -7.97573 -14.96307 -6.37173  0.22
H -4.61554 -16.60328 -9.38937  0.39
H -5.91086 -9.72716 -3.78582  0.40
H -6.32618 -10.08139 -7.33101  0.56
H -2.66724 -17.92554 -11.05808  0.30
H -0.87394 -11.47307 -5.82108  0.61
C -4.22184 -9.90145 -7.58357  -0.77
H -7.08303 -13.66283 -7.32107  0.11
H -2.53290 -19.96234 -7.59680  0.27
H -8.03539 -14.87929 -8.12217  0.37
C -4.41668 -20.25753 -7.92662  -0.53
H -3.56036 -12.35592 -3.58967  0.35
C -3.03825 -10.72660 -7.18947  -0.91
C -2.55836 -9.47670 -5.00801  -1.78
O -2.79076 -15.91566 -9.15698  -0.55
H -4.33779 -20.99340 -7.15048  0.35
H -4.96574 -20.64864 -8.82192  0.23
H -1.43335 -9.21554 -5.25612  0.36
C -5.46038 -10.83554 -5.50457  1.55
O -5.50393 -16.96752 -9.55627  -0.70
C -2.72387 -14.48928 -9.19407  0.01
H -4.99803 -8.85696 -5.14215  0.33
C -6.48083 -11.87744 -5.12222  -1.47
H -4.21960 -8.91549 -7.11887  0.37
H -6.20352 -16.27705 -7.96129  0.33
C -2.90969 -10.79778 -5.65261  1.86
H -3.25272 -18.22094 -6.29334  0.02
H -3.36914 -14.19531 -10.02925  0.35
O -6.31666 -15.64430 -7.20314  -0.50
H -5.47758 -11.56100 -7.67389  0.14
H -5.35118 -17.71105 -10.18757  0.29
C -7.43451 -14.72925 -7.26855  -0.50
O -3.06661 -19.98547 -8.40503  -0.48
H -6.68225 -11.81331 -3.97212  0.28
H -3.03671 -14.09735 -8.26516  -0.42
H -1.46164 -18.45174 -6.11178  0.22
H -4.71624 -14.51405 -6.32136  0.27
H -1.47623 -11.73762 -4.26611  0.47
C -5.42940 -10.64772 -7.05879  -1.12
H -4.02849 -13.35402 -5.65697  0.32
O -4.12714 -11.57459 -3.67560  -0.59
H -2.38139 -17.56946 -4.86730  0.36
H -2.03925 -10.39631 -7.62356  0.43
H -3.04534 -19.19219 -10.31018  0.33
H -4.97266 -19.37870 -7.56408  0.16
H -2.61754 -15.96851 -6.19834  0.23
H -6.22447 -12.92391 -5.43797  0.04
H -1.73228 -14.10467 -9.39967  0.32
O -3.36936 -18.59360 -10.95002  -0.64
H -2.53610 -16.16015 -8.22697  0.45
N -4.14413 -11.50849 -5.12168  0.36


Verdict on stability: #i comes out at the bottom.